# 1
The following is a quantum chemistry calculation of a cluster of 15 separate species, C70H195N35O10P10 in total, from the Open Molecules 2025 dataset.

Values from the calculation:
**Strongest force on any atom**: 4.775 eV/A
**Energy relative to the best compared isomer or geometry (same formula, charge and spin)**: 0.0 kJ/mol
**E_LUMO**: 0.11 eV

```
! RIJCOSX wB97M-V def2-TZVPD def2/J DEFGRID3
* xyz 0 1
C 1.64 -6.31 -1.91
C 0.32 -6.53 -2.43
N -0.73 -6.79 -2.86
H 2.37 -6.94 -2.42
H 1.70 -6.55 -0.86
H 1.96 -5.28 -2.13
C -5.07 -0.94 0.37
C -4.22 -0.23 1.29
N -3.54 0.28 2.01
H -4.49 -1.61 -0.27
H -5.56 -0.25 -0.31
H -5.82 -1.50 0.89
C 1.43 -4.54 -5.02
C 1.04 -3.32 -5.72
N 0.84 -2.35 -6.34
H 1.53 -5.34 -5.73
H 0.67 -4.84 -4.32
H 2.37 -4.37 -4.53
C -3.00 -2.16 4.20
C -3.22 -2.67 2.83
N -3.45 -3.08 1.78
H -1.99 -2.40 4.55
H -3.72 -2.63 4.84
H -3.05 -1.08 4.21
C 1.72 -1.87 6.15
C 1.97 -0.63 5.51
N 2.23 0.39 5.00
H 0.62 -1.86 6.25
H 2.16 -1.80 7.15
H 2.08 -2.76 5.58
O -0.56 3.54 -6.13
P -1.55 2.45 -5.87
N -2.47 1.86 -7.14
C -1.66 1.26 -8.19
C -3.39 2.88 -7.67
N -2.76 3.12 -4.88
C -2.28 4.22 -3.99
C -3.86 2.33 -4.26
N -0.82 1.08 -5.34
C -1.54 -0.15 -5.04
C 0.69 0.99 -5.32
H -2.32 0.71 -8.89
H -0.97 0.54 -7.72
H -1.14 1.99 -8.83
H -2.89 3.39 -8.51
H -3.60 3.58 -6.83
H -4.30 2.44 -8.09
H -1.75 3.82 -3.10
H -1.60 4.84 -4.55
H -3.22 4.68 -3.73
H -4.59 3.11 -3.92
H -4.35 1.76 -5.04
H -3.49 1.63 -3.42
H -1.43 -0.84 -5.88
H -1.26 -0.59 -4.10
H -2.59 0.11 -5.03
H 1.09 0.46 -6.20
H 0.91 0.44 -4.39
H 1.06 2.03 -5.32
O -4.96 6.85 1.08
P -4.52 6.70 -0.34
N -3.56 5.45 -0.87
C -4.13 4.19 -0.47
C -2.16 5.53 -0.36
N -3.59 8.03 -0.73
C -3.57 9.24 0.14
C -3.10 8.22 -2.12
N -5.87 6.46 -1.30
C -5.84 6.06 -2.67
C -7.17 6.40 -0.66
H -3.63 3.39 -1.03
H -5.19 4.08 -0.52
H -3.96 4.08 0.65
H -1.87 6.57 -0.43
H -1.57 4.95 -1.05
H -2.08 5.16 0.64
H -4.06 8.97 1.05
H -2.55 9.54 0.35
H -4.19 10.03 -0.29
H -2.08 8.59 -2.02
H -3.07 7.29 -2.68
H -3.71 8.93 -2.66
H -6.28 5.04 -2.87
H -6.45 6.77 -3.23
H -4.81 6.05 -2.99
H -7.94 6.97 -1.19
H -7.21 6.74 0.39
H -7.54 5.37 -0.66
O 6.42 2.46 0.16
P 5.38 3.43 0.67
N 6.00 4.74 1.38
C 7.32 5.20 1.06
C 5.10 5.61 2.13
N 4.27 2.83 1.85
C 4.77 1.79 2.80
C 2.81 2.88 1.64
N 4.45 4.08 -0.60
C 3.88 3.08 -1.51
C 5.12 5.09 -1.40
H 7.96 4.39 0.65
H 7.75 5.65 1.97
H 7.34 5.96 0.24
H 5.70 6.41 2.63
H 4.57 5.11 2.92
H 4.35 6.11 1.53
H 4.94 0.81 2.32
H 5.71 2.01 3.36
H 3.99 1.62 3.56
H 2.38 2.71 2.64
H 2.53 3.85 1.24
H 2.41 2.04 1.06
H 3.10 3.54 -2.13
H 4.69 2.68 -2.16
H 3.41 2.25 -0.96
H 4.47 5.40 -2.22
H 6.03 4.68 -1.90
H 5.34 5.93 -0.74
O 1.70 0.10 -1.11
P 0.46 -0.22 -0.32
N 0.83 -0.24 1.31
C 2.18 -0.72 1.52
C -0.12 -0.86 2.21
N -0.29 -1.63 -0.97
C -1.53 -2.15 -0.34
C 0.35 -2.50 -1.94
N -0.89 0.78 -0.28
C -0.82 1.95 0.55
C -1.46 0.95 -1.61
H 2.30 -1.79 1.39
H 2.55 -0.54 2.55
H 2.89 -0.14 0.92
H -0.08 -1.94 2.02
H -1.16 -0.57 2.08
H 0.12 -0.68 3.25
H -1.89 -1.47 0.41
H -2.33 -2.21 -1.06
H -1.37 -3.15 0.06
H 0.14 -3.52 -1.60
H -0.16 -2.34 -2.92
H 1.40 -2.33 -2.04
H -1.80 2.17 0.99
H -0.17 1.66 1.35
H -0.39 2.81 0.05
H -0.85 1.67 -2.19
H -2.49 1.27 -1.58
H -1.44 0.07 -2.23
O 3.15 -4.13 4.16
P 4.32 -4.73 3.40
N 4.91 -6.04 4.21
C 4.76 -5.81 5.66
C 6.21 -6.61 3.91
N 5.38 -3.44 3.07
C 6.46 -3.59 2.14
C 5.37 -2.21 3.88
N 4.08 -5.33 1.90
C 3.54 -4.32 0.96
C 3.43 -6.65 1.71
H 5.17 -4.84 5.95
H 5.37 -6.56 6.17
H 3.72 -5.97 6.02
H 6.37 -7.51 4.47
H 7.08 -5.90 4.05
H 6.24 -6.95 2.86
H 6.44 -2.78 1.40
H 7.43 -3.54 2.65
H 6.44 -4.50 1.56
H 4.34 -1.96 4.17
H 6.00 -2.34 4.78
H 5.83 -1.42 3.27
H 3.85 -3.36 1.35
H 3.93 -4.51 -0.01
H 2.43 -4.29 0.95
H 3.72 -7.32 2.50
H 3.81 -7.09 0.80
H 2.32 -6.63 1.64
O -0.06 9.34 -0.59
P 0.84 8.20 -0.38
N 0.62 7.49 1.14
C -0.48 7.92 1.96
C 1.60 6.60 1.77
N 2.48 8.45 -0.37
C 3.11 8.77 -1.64
C 2.83 9.54 0.71
N 0.67 7.01 -1.54
C 0.32 7.43 -2.89
C 1.29 5.66 -1.34
H -0.10 8.32 2.89
H -1.24 7.18 2.18
H -0.98 8.74 1.45
H 2.40 6.38 1.04
H 1.14 5.65 1.98
H 2.12 7.09 2.60
H 4.17 8.52 -1.55
H 2.79 8.17 -2.50
H 2.99 9.81 -1.92
H 2.16 9.61 1.58
H 3.81 9.32 1.13
H 2.88 10.47 0.15
H -0.37 6.71 -3.31
H -0.22 8.38 -2.78
H 1.23 7.53 -3.55
H 0.91 4.97 -2.10
H 1.01 5.31 -0.34
H 2.36 5.73 -1.32
O 0.30 -8.86 3.04
P -1.10 -8.37 3.03
N -1.41 -6.75 2.43
C -0.96 -6.42 1.07
C -0.81 -5.73 3.26
N -1.61 -8.24 4.56
C -0.68 -8.49 5.73
C -2.94 -7.77 4.94
N -1.99 -9.23 1.94
C -1.35 -10.42 1.43
C -3.15 -8.75 1.16
H 0.15 -6.31 1.03
H -1.35 -5.44 0.74
H -1.28 -7.25 0.41
H -1.10 -4.78 2.83
H 0.28 -5.80 3.32
H -1.13 -5.69 4.33
H 0.24 -8.91 5.35
H -0.51 -7.52 6.09
H -1.15 -9.13 6.47
H -2.90 -6.69 5.19
H -3.66 -7.88 4.14
H -3.29 -8.37 5.81
H -1.02 -10.37 0.38
H -0.48 -10.62 2.08
H -2.04 -11.29 1.50
H -3.88 -9.56 1.04
H -2.93 -8.53 0.11
H -3.62 -7.86 1.61
O 3.76 -4.00 -3.19
P 4.55 -2.83 -3.65
N 4.25 -1.29 -3.14
C 4.64 -0.97 -1.76
C 3.27 -0.41 -3.83
N 4.45 -2.74 -5.29
C 5.30 -1.70 -6.00
C 4.63 -4.13 -5.83
N 6.15 -3.02 -3.18
C 7.18 -2.01 -3.36
C 6.65 -4.30 -2.82
H 5.16 -0.01 -1.79
H 5.24 -1.80 -1.39
H 3.73 -0.94 -1.13
H 2.59 -1.04 -4.40
H 3.71 0.24 -4.57
H 2.68 0.12 -3.07
H 4.95 -1.55 -7.03
H 5.21 -0.77 -5.45
H 6.33 -2.02 -6.05
H 4.08 -4.80 -5.19
H 4.27 -4.15 -6.88
H 5.73 -4.42 -5.78
H 6.73 -1.03 -3.42
H 7.79 -1.98 -2.46
H 7.84 -2.18 -4.21
H 7.27 -4.81 -3.60
H 5.88 -5.04 -2.58
H 7.20 -4.22 -1.88
O -6.04 -5.33 -3.94
P -5.30 -4.77 -2.74
N -4.43 -5.99 -1.98
C -4.64 -7.38 -2.50
C -3.44 -5.79 -0.90
N -6.45 -4.07 -1.73
C -7.85 -3.89 -2.14
C -6.40 -4.42 -0.35
N -4.22 -3.57 -3.01
C -2.96 -3.84 -3.80
C -4.79 -2.29 -3.46
H -4.88 -8.03 -1.66
H -3.66 -7.76 -2.91
H -5.38 -7.30 -3.30
H -3.91 -5.84 0.10
H -2.98 -4.79 -0.93
H -2.65 -6.50 -1.01
H -8.38 -3.15 -1.52
H -8.04 -3.64 -3.20
H -8.34 -4.88 -2.04
H -5.37 -4.35 -0.03
H -7.01 -3.76 0.26
H -6.80 -5.46 -0.20
H -2.32 -2.95 -3.67
H -2.46 -4.71 -3.35
H -3.16 -3.96 -4.87
H -4.16 -1.47 -3.02
H -5.80 -2.18 -3.11
H -4.80 -2.28 -4.54
O -2.06 4.55 7.25
P -2.45 3.60 6.17
N -2.29 4.06 4.54
C -3.01 5.27 4.19
C -0.91 4.21 4.05
N -4.07 3.32 6.24
C -4.76 3.48 7.52
C -4.83 2.59 5.25
N -1.52 2.25 6.33
C -0.36 2.30 7.23
C -1.77 1.05 5.58
H -2.31 6.07 4.44
H -3.94 5.39 4.76
H -3.26 5.26 3.14
H -0.47 5.10 4.49
H -0.96 4.33 2.96
H -0.27 3.36 4.26
H -5.09 2.52 7.92
H -4.05 3.92 8.22
H -5.64 4.11 7.32
H -4.96 1.54 5.53
H -5.76 3.12 5.02
H -4.29 2.51 4.31
H -0.28 3.27 7.68
H -0.44 1.55 8.01
H 0.57 2.09 6.70
H -1.15 0.93 4.68
H -2.78 1.13 5.17
H -1.79 0.15 6.22
*
```

---

# 2
The following is a quantum chemistry calculation of a structure of composition C70H45FGaNO11P, from the Open Molecules 2025 dataset.

Values from the calculation:
**Strongest force on any atom**: 0.718 eV/A
**E_LUMO**: 0.08 eV

```
! RIJCOSX wB97M-V def2-TZVPD def2/J DEFGRID3
* xyz -1 1
N 1.06 -0.49 1.19
P 2.75 -0.63 0.83
O 3.26 -1.87 1.86
Ga 2.84 -1.66 -1.34
F 4.23 -0.77 -2.15
H 0.52 -1.35 1.11
H 0.95 -0.13 2.13
H 2.58 -2.54 1.97
H 1.52 -1.48 -2.21
H 3.23 -3.20 -1.12
C -5.87 1.64 -5.78
C -5.09 1.87 -6.91
C -3.71 1.90 -6.80
C -3.10 1.71 -5.56
C -3.89 1.48 -4.43
C -5.27 1.45 -4.55
C -3.27 1.29 -3.08
O -3.97 1.09 -2.11
C -1.79 1.37 -2.99
C -1.19 1.23 -1.75
C 0.19 1.28 -1.63
C 0.98 1.47 -2.76
C 0.38 1.62 -4.00
C -1.00 1.57 -4.13
C -1.61 1.74 -5.47
O -0.94 1.91 -6.47
H -6.95 1.61 -5.87
H -5.55 2.02 -7.87
H -3.08 2.07 -7.66
H -5.87 1.27 -3.66
H -1.81 1.07 -0.87
H 0.65 1.16 -0.66
H 2.06 1.49 -2.67
H 0.98 1.76 -4.89
C -2.26 -0.15 5.74
C -2.48 -0.89 6.90
C -1.42 -1.38 7.63
C -0.12 -1.15 7.20
C 0.11 -0.43 6.03
C -0.96 0.08 5.31
C 1.50 -0.18 5.53
O 1.71 0.46 4.53
C 2.63 -0.78 6.30
C 3.92 -0.64 5.81
C 4.98 -1.18 6.51
C 4.76 -1.86 7.70
C 3.47 -2.01 8.19
C 2.40 -1.47 7.49
C 1.02 -1.68 8.01
O 0.82 -2.27 9.06
H -3.10 0.23 5.17
H -3.50 -1.08 7.22
H -1.58 -1.95 8.54
H -0.77 0.64 4.41
H 4.07 -0.12 4.87
H 5.99 -1.08 6.12
H 5.59 -2.28 8.25
H 3.28 -2.54 9.11
C -6.97 -0.04 0.53
C -8.26 -0.53 0.35
C -9.05 -0.86 1.44
C -8.55 -0.71 2.72
C -7.25 -0.23 2.91
C -6.47 0.10 1.82
C -6.68 -0.08 4.28
O -5.55 0.35 4.45
C -7.53 -0.47 5.44
C -7.01 -0.37 6.72
C -7.79 -0.72 7.81
C -9.09 -1.18 7.63
C -9.61 -1.28 6.35
C -8.84 -0.93 5.25
C -9.42 -1.06 3.88
O -10.56 -1.43 3.73
H -6.36 0.21 -0.32
H -8.65 -0.65 -0.65
H -10.06 -1.23 1.31
H -5.47 0.48 1.98
H -6.00 -0.01 6.85
H -7.38 -0.65 8.81
H -9.69 -1.45 8.48
H -10.62 -1.63 6.18
C 1.86 -8.56 -7.68
C 2.77 -8.45 -8.74
C 3.76 -7.48 -8.70
C 3.85 -6.62 -7.61
C 2.94 -6.73 -6.56
C 1.95 -7.70 -6.60
C 3.01 -5.81 -5.38
O 2.22 -5.93 -4.47
C 4.06 -4.75 -5.39
C 4.12 -3.85 -4.33
C 5.10 -2.87 -4.31
C 6.01 -2.79 -5.35
C 5.96 -3.68 -6.41
C 4.98 -4.66 -6.44
C 4.94 -5.60 -7.59
O 5.75 -5.54 -8.50
H 1.09 -9.32 -7.71
H 2.69 -9.12 -9.59
H 4.47 -7.38 -9.51
H 1.26 -7.77 -5.77
H 3.41 -3.92 -3.52
H 5.11 -2.15 -3.50
H 6.77 -2.01 -5.34
H 6.67 -3.63 -7.23
C 4.84 9.24 -2.40
C 4.25 8.33 -3.28
C 3.87 7.08 -2.83
C 4.08 6.73 -1.50
C 4.68 7.63 -0.62
C 5.05 8.89 -1.08
C 4.93 7.28 0.81
O 5.43 8.08 1.57
C 4.55 5.91 1.25
C 4.81 5.53 2.57
C 4.45 4.27 3.01
C 3.84 3.37 2.14
C 3.58 3.74 0.83
C 3.93 5.00 0.38
C 3.65 5.37 -1.04
O 3.09 4.61 -1.79
H 5.13 10.22 -2.75
H 4.09 8.60 -4.31
H 3.41 6.36 -3.49
H 5.51 9.58 -0.38
H 5.28 6.25 3.23
H 4.66 3.98 4.03
H 3.56 2.38 2.47
H 3.11 3.04 0.15
*
```